Entry 1:
ORCA calculation (ωB97M-V/def2-TZVPD) on a molecular structure, C59H47Cl2LaN6O2Te2.

Values from the calculation:
**Frontier orbital gap**: 3.932 eV
**Energy**: -4243.60934 a.u.

Geometry as ORCA input:
```
! wB97M-V def2-TZVPD RIJCOSX def2/J DEFGRID3
* xyz -2 1
La 14.8674 12.7610 12.5002
C 10.9904 16.7367 14.2696
C 11.4392 17.2039 13.0419
N 12.5532 17.8061 12.7605
C 13.4207 18.0331 13.7883
C 13.0672 17.6644 15.0844
C 11.8570 17.0182 15.3310
C 14.0190 17.9780 16.2034
C 15.2719 18.3510 15.9196
C 15.6571 18.4555 14.5781
C 16.9863 18.4386 14.2840
C 17.4224 18.4689 13.0001
C 16.4871 18.6581 11.9774
N 15.1786 18.6523 12.1965
C 14.7463 18.4690 13.5270
H 10.0379 16.3200 14.4178
H 10.7472 17.0260 12.2044
H 11.6006 16.6450 16.3306
H 13.6273 17.8569 17.2240
H 15.9744 18.5284 16.7212
H 17.7703 18.2730 15.0459
H 18.4503 18.3200 12.7968
H 16.7870 18.6525 10.8876
C 7.4242 11.0215 10.9366
C 8.7865 11.5153 11.3423
C 9.1063 11.7618 12.6866
C 10.3435 12.4207 13.0387
C 10.5645 12.7302 14.4714
O 9.7762 13.4016 15.1103
C 11.7892 12.1910 15.1004
C 12.1273 10.8288 14.8133
C 13.0823 10.1648 15.5516
C 13.7870 10.8296 16.5366
C 13.5427 12.1669 16.7737
C 12.5253 12.8364 16.0981
C 11.3260 12.6649 12.0257
O 12.5584 12.9596 12.3096
C 10.9036 12.5650 10.6752
C 9.6781 11.9816 10.3581
C 11.6478 13.0576 9.4913
N 11.6281 14.2720 9.1272
C 11.0187 15.2045 10.0157
C 9.5823 15.3839 9.6435
Te 9.1665 16.1630 7.6119
C 10.8472 17.5190 7.6065
C 10.7114 18.8859 7.8125
C 11.8061 19.7322 7.6961
C 13.0618 19.2653 7.1891
C 13.1374 17.9008 6.9644
C 12.0594 17.0519 7.1871
C 12.4461 12.1408 8.6547
C 13.1983 12.6654 7.5543
C 14.0592 11.7885 6.8912
C 14.0818 10.4214 7.1781
C 13.2099 9.9554 8.1329
C 12.4827 10.8152 8.9378
H 6.6885 11.8761 10.8609
H 7.0873 10.2721 11.6169
H 7.4436 10.5666 9.8954
H 8.4488 11.4093 13.5088
H 11.6271 10.3129 13.9908
H 13.3205 9.0979 15.3727
H 14.6766 10.3493 16.9618
H 14.0893 12.7887 17.4829
H 12.2915 13.9038 16.3320
H 9.4288 11.8737 9.3102
H 11.5161 16.2382 9.9743
H 11.1369 14.9370 11.0870
H 9.0475 16.0208 10.3355
H 9.0661 14.4320 9.6629
H 9.7740 19.2494 8.1572
H 11.6739 20.7343 8.0195
H 13.8651 19.9107 7.0851
H 14.0636 17.4765 6.7803
H 12.1808 15.9557 7.1625
H 13.0480 13.7078 7.3152
H 14.7783 12.1598 6.1378
H 14.8023 9.8155 6.6897
H 13.2769 8.8943 8.3537
H 11.9428 10.4187 9.8305
C 14.0792 7.1603 12.1911
C 15.2103 7.3487 11.3479
C 15.4539 8.5999 10.7599
C 14.7416 9.7635 11.1715
C 13.5970 9.5125 11.9339
C 13.2759 8.2909 12.4372
N 15.0643 11.0328 10.8138
N 15.8943 11.1116 9.7210
C 16.2177 12.3776 9.3898
C 16.9938 12.6628 8.2116
C 17.2446 13.9244 7.8185
C 16.8613 15.0168 8.6244
C 16.0943 14.6933 9.7371
N 15.8654 13.4434 10.2008
H 13.9111 6.2082 12.6492
H 15.8666 6.4703 11.1205
H 16.2860 8.6657 10.1043
H 12.9633 10.3663 12.1953
H 12.3161 8.1713 13.0062
H 17.3473 11.8303 7.6545
H 17.8976 14.1341 6.9388
H 17.0522 16.0221 8.3222
H 15.6891 15.4947 10.3655
Cl 15.4471 15.2915 13.4300
Te 14.0026 19.3118 10.5076
Cl 19.1181 12.5539 15.7217
C 18.7827 11.6407 14.2101
C 19.9159 11.4705 13.3941
C 19.7374 10.8025 12.2001
C 18.5352 10.2674 11.8507
C 17.4419 10.4029 12.7069
C 17.4850 11.2079 13.8639
C 16.2350 11.5940 14.5388
H 20.8425 11.8853 13.6685
H 20.5200 10.8673 11.4487
H 18.4980 9.6991 10.9357
H 16.4761 9.8431 12.4851
H 16.3209 11.9988 15.5394
H 15.5414 10.7725 14.6590
*
```

=====

Entry 2:
ORCA calculation (ωB97M-V/def2-TZVPD) on 8 unconnected molecules or ions with the total composition C46H70F7N3O26P.

Values from the calculation:
**Frontier orbital gap**: 7.947 eV
**Energy**: -4955.39594 a.u.

Geometry as ORCA input:
```
! wB97M-V def2-TZVPD RIJCOSX def2/J DEFGRID3
* xyz 1 1
C -2.4724 -2.0242 2.8670
C -2.1561 -1.2458 2.0023
C -1.7819 -0.2511 0.9925
C -2.8136 0.9246 1.0003
O -3.3928 1.0290 -0.2732
C -4.4737 0.1286 -0.5445
C -5.6722 0.8760 -1.1095
C -6.6669 1.3373 -0.0551
C -2.3048 2.2871 1.5397
C -2.1431 2.1212 3.0727
C -3.3638 2.4008 3.9647
C -4.2624 1.1795 4.2614
C -5.7199 1.3248 3.8195
C -6.6007 0.2304 4.4378
C -6.5992 -1.0581 3.6043
C -3.4013 3.2852 1.1556
O -3.0620 4.5921 1.5834
C -4.1661 5.3743 1.9906
C -0.9268 2.6757 0.9017
O -0.4314 3.7364 1.7067
C 0.1447 4.9174 1.2096
C 1.6926 4.9158 1.1474
C 2.2523 5.7355 -0.0148
O 2.1911 3.5757 1.1626
P -1.0640 2.8830 -0.9709
N 0.5189 3.4643 -1.3760
O -1.9047 4.2711 -1.1890
C 0.1237 1.5516 1.1096
N -0.2806 0.0879 1.0837
C 0.2609 -0.4182 2.4071
C 1.1400 -1.4000 2.5729
C 0.4485 -0.6888 0.0173
C 0.1081 -0.3083 -1.4403
N 0.1327 -1.4939 -2.3075
H -2.7184 -2.7748 3.5776
H -1.9414 -0.7781 0.0528
H -3.5986 0.6213 1.6991
H -4.1283 -0.5728 -1.3146
H -4.7429 -0.4720 0.3305
H -5.3201 1.6931 -1.7411
H -6.1711 0.1681 -1.7756
H -7.4816 1.8736 -0.5459
H -6.1998 2.0650 0.6115
H -7.1026 0.4994 0.4787
H -1.9035 1.0683 3.2656
H -1.2932 2.6824 3.4466
H -2.9480 2.6983 4.9296
H -3.9510 3.2557 3.6411
H -4.2699 1.0029 5.3396
H -3.8259 0.2739 3.8315
H -5.7856 1.1885 2.7367
H -6.0891 2.3056 4.1218
H -6.2252 -0.0293 5.4318
H -7.6276 0.5698 4.5753
H -6.7438 -0.8251 2.5487
H -5.6399 -1.5705 3.7094
H -7.3847 -1.7411 3.9217
H -4.3469 2.9880 1.6224
H -3.5780 3.2959 0.0850
H -3.9490 6.4122 1.7386
H -5.0863 5.0962 1.4717
H -4.3047 5.3292 3.0743
H -0.2781 5.2929 0.2807
H -0.1058 5.6803 1.9511
H 2.0620 5.4063 2.0549
H 3.1640 6.2477 0.2888
H 1.5250 6.4542 -0.3946
H 2.5198 5.0805 -0.8421
H 3.1411 3.6169 1.3031
H 1.1922 2.7073 -1.4336
H 0.4349 3.8295 -2.3212
H -2.2119 4.3242 -2.0998
H 0.9117 1.6762 0.3714
H 0.6141 1.7636 2.0523
H -0.1040 0.1524 3.2487
H 1.0695 -2.3276 2.0161
H 1.9729 -1.3043 3.2567
H 1.5124 -0.5350 0.1689
H 0.1889 -1.7381 0.1315
H -0.8936 0.1111 -1.5131
H 0.8574 0.3654 -1.8495
H 1.0569 -1.9022 -2.2323
H -0.5477 -2.1671 -1.9759
C -6.2705 -3.6219 -2.6512
C -6.6420 -4.6779 -1.6311
O -6.6167 -3.9351 -0.4169
C -6.9099 -2.6479 -0.7165
O -7.2204 -1.8189 0.0745
O -6.8024 -2.4351 -2.0492
F -5.7156 -5.6651 -1.5663
H -5.1873 -3.5278 -2.7468
H -6.7102 -3.7888 -3.6297
H -7.6254 -5.1203 -1.7675
C 4.6517 -2.2770 -4.1850
C 4.5003 -1.3426 -3.0041
O 3.4697 -1.9679 -2.2550
C 3.5218 -3.3120 -2.5246
O 2.9603 -4.1280 -1.8748
O 4.2829 -3.5398 -3.6034
F 4.0884 -0.1037 -3.3663
H 3.9464 -2.0232 -4.9772
H 5.6581 -2.3125 -4.5910
H 5.3897 -1.2502 -2.3780
C 9.7377 -1.1458 -3.2057
C 9.5953 -2.6356 -3.4468
O 8.3354 -2.7051 -4.1138
C 8.1506 -1.5289 -4.7574
O 7.3348 -1.3514 -5.6088
O 9.0123 -0.5969 -4.3166
F 9.5267 -3.3372 -2.2964
H 9.2514 -0.8514 -2.2749
H 10.7658 -0.7981 -3.2090
H 10.3600 -3.0694 -4.0912
C 2.7795 -3.0087 6.5828
C 3.4426 -2.6665 5.2648
O 4.6908 -3.3007 5.3780
C 4.5395 -4.3780 6.2143
O 5.3145 -5.2576 6.3250
O 3.3604 -4.2776 6.8790
F 3.6255 -1.3268 5.1100
H 3.0528 -2.2876 7.3546
H 1.6975 -3.0856 6.5220
H 2.9244 -3.0503 4.3832
C -7.2305 -10.1910 -1.0869
C -7.0335 -10.0724 -2.5845
O -7.8687 -8.9716 -2.9062
C -7.9529 -8.1813 -1.8070
O -8.3661 -7.0683 -1.8076
O -7.4970 -8.8323 -0.7187
F -7.4579 -11.1670 -3.2505
H -8.0983 -10.8091 -0.8547
H -6.3599 -10.5675 -0.5588
H -6.0117 -9.8455 -2.8930
C 9.8446 -1.8073 -7.7260
C 10.6255 -1.9559 -9.0146
O 11.9629 -1.7972 -8.5710
C 12.0293 -2.1987 -7.2746
O 13.0215 -2.4252 -6.6746
O 10.7757 -2.3078 -6.7590
F 10.3306 -0.9866 -9.9080
H 9.6247 -0.7620 -7.5050
H 8.9236 -2.3822 -7.6996
H 10.5234 -2.9272 -9.5011
C 3.5179 8.8198 2.2272
C 4.4768 9.9924 2.2747
O 5.6903 9.3702 2.6519
C 5.6564 8.0828 2.2158
O 6.5881 7.3603 2.1438
O 4.3869 7.7422 1.8663
F 4.1262 10.9025 3.2097
H 3.0840 8.6272 3.2095
H 2.7249 8.9358 1.4934
H 4.6191 10.5028 1.3207
*
```

=====

Entry 3:
ORCA calculation (ωB97M-V/def2-TZVPD) on 2 unconnected molecules or ions with the total composition C5H13NO.

Values from the calculation:
**Frontier orbital gap**: 10.411 eV
**SMILES**: CC(N)=O.CCC
**Energy**: -328.25640 a.u.

Geometry as ORCA input:
```
! wB97M-V def2-TZVPD RIJCOSX def2/J DEFGRID3
* xyz 0 1
C 2.0788 -1.3431 0.2001
C 1.8051 -0.9844 -1.2597
O 2.8067 -0.6784 -1.8759
N 0.5964 -0.7235 -1.8170
H 2.5099 -0.5834 0.7543
H 2.7405 -2.2064 0.1602
H 0.5208 -0.8848 -2.8077
H -0.1983 -0.9378 -1.3292
H 1.2379 -1.8648 0.6597
C -1.1084 0.5045 1.0870
C -0.0963 1.2380 0.1618
C -2.5277 1.0254 0.8393
H -1.0529 -0.6508 0.9819
H -0.9253 0.7957 2.1857
H -0.4107 1.1600 -0.9013
H 0.8113 0.8277 0.4888
H -2.7086 1.8040 0.1848
H -2.9844 0.1455 0.3232
H 0.0207 2.3133 0.2392
H -3.1155 1.0434 1.7249
*
```

=====

Entry 4:
ORCA calculation (ωB97M-V/def2-TZVPD) on 2 unconnected molecules or ions with the total composition C3H3Br2N3.

Values from the calculation:
**Frontier orbital gap (alpha / beta)**: 8.762 / 8.762 eV
**Energy**: -5428.18514 a.u.

Geometry as ORCA input:
```
! wB97M-V def2-TZVPD RIJCOSX def2/J DEFGRID3
* xyz 0 1
C -0.1719 -1.4277 0.1088
C -2.1633 1.2978 -0.3650
C 1.0317 -1.4434 0.2501
N -1.2152 1.8735 0.0489
N -0.3683 2.2913 0.8067
N 2.3000 -1.1631 0.1386
Br -1.9445 -1.8474 0.5166
Br -2.9120 0.8284 -1.8728
H 0.2847 1.5237 0.9898
H 2.8250 -1.7450 -0.6210
H 2.3339 -0.1883 -0.0008
*
```

=====

Entry 5:
ORCA calculation (ωB97M-V/def2-TZVPD) on a molecular structure, C38H39F2FeN7O.

Values from the calculation:
**Frontier orbital gap**: 5.031 eV
**Energy**: -3393.43274 a.u.

Geometry as ORCA input:
```
! wB97M-V def2-TZVPD RIJCOSX def2/J DEFGRID3
* xyz -2 1
Fe -0.2685 0.5173 -0.7390
F -5.5330 -0.6819 -0.2871
C -4.5353 0.2580 -0.2788
C -3.2366 -0.1264 -0.5104
C -2.2045 0.8202 -0.4921
C -2.5625 2.1665 -0.2510
C -3.8905 2.4993 -0.0382
F -4.2733 3.8007 0.1591
C -4.9105 1.5682 -0.0363
C -1.4398 3.1176 -0.3133
C -1.4695 4.4442 0.1112
C -0.3265 5.2187 0.0014
C 0.8268 4.6602 -0.5153
C 0.7929 3.3254 -0.8873
N -0.3043 2.5818 -0.8114
H -3.0281 -1.1688 -0.7285
H -5.9394 1.8538 0.1259
H -2.3729 4.8503 0.5362
H -0.3364 6.2481 0.3427
H 1.7510 5.2174 -0.5869
H 1.6803 2.8112 -1.2353
O -0.2704 1.0405 1.4670
C -0.3437 1.3087 2.6888
C -1.5156 0.9109 3.4346
C -1.6817 1.1567 4.7710
C -0.6858 1.8226 5.5036
C 0.4533 2.2156 4.8279
C 0.6654 1.9901 3.4626
C 1.9219 2.4209 2.8470
N 2.2447 2.3877 1.5727
C 3.5360 2.8373 1.4810
C 4.0203 3.1582 2.7119
N 2.9830 2.8968 3.5830
H -2.2783 0.4026 2.8545
H -2.5946 0.8355 5.2652
H -0.8020 2.0285 6.5607
H 1.2116 2.7404 5.4033
H 4.0419 2.8696 0.5288
H 4.9730 3.5299 3.0489
H 3.0196 2.9781 4.5799
C 2.3371 -0.7000 1.2794
C 2.7094 -0.2817 -0.1129
C 3.9808 -0.3335 -0.6623
C 3.8803 0.2501 -1.9478
C 2.5512 0.6113 -2.1113
C 1.9763 1.2672 -3.3338
N 1.8232 0.2725 -0.9968
H 3.0413 -0.2783 2.0036
H 2.3563 -1.7911 1.4076
H 1.3454 -0.3399 1.5420
H 4.8706 -0.7032 -0.1676
H 4.6696 0.4009 -2.6735
H 2.7410 1.8949 -3.8051
H 1.1182 1.8926 -3.0946
H 1.6214 0.5454 -4.0745
N -0.4319 -1.4036 0.0724
C -0.4115 -2.5365 0.2562
N -0.3817 -3.8500 0.4642
C -1.5182 -4.6507 0.0198
C -1.7330 -5.7927 1.0157
C -0.3864 -6.2825 1.5811
C 0.7436 -6.0092 0.5925
C 0.9345 -4.5040 0.4058
H -1.3268 -5.0392 -0.9877
H -2.3897 -4.0030 -0.0490
H -2.2600 -6.6076 0.5123
H -2.3708 -5.4499 1.8319
H -0.4395 -7.3461 1.8230
H -0.1689 -5.7547 2.5127
H 0.5113 -6.4810 -0.3666
H 1.6842 -6.4435 0.9348
H 1.4344 -4.2802 -0.5409
H 1.5439 -4.0891 1.2098
C -1.9478 1.9101 -3.4889
C -1.3333 0.5592 -3.6849
C -1.3727 -0.1462 -4.8755
C -0.6460 -1.3366 -4.6519
C -0.2110 -1.2839 -3.3367
C 0.6725 -2.3235 -2.7138
N -0.6240 -0.1217 -2.7320
H -2.3229 2.2639 -4.4533
H -1.2287 2.6462 -3.1217
H -2.7849 1.8973 -2.7870
H -1.8547 0.1830 -5.7871
H -0.4318 -2.1318 -5.3548
H 1.2136 -2.8463 -3.5082
H 0.0972 -3.0823 -2.1712
H 1.4006 -1.8837 -2.0315
*
```

=====

| no. | molecular weight (g/mol) |
| --- | --- |
| 1 | 1337.08 |
| 2 | 1245.02 |
| 3 | 103.16 |
| 4 | 240.89 |
| 5 | 703.62 |